(1)
Molecular formula: C22H52AsSi6TeV
Method: DFT, ωB97M-V/def2-TZVPD

Geometry (Å):
V1 1.340 2.086 -0.187
C1 1.678 -0.659 2.101
Si1 2.690 0.322 0.884
C2 3.592 1.675 1.988
C3 3.655 -0.542 -0.444
C4 4.796 -1.289 -0.380
C5 5.182 -2.096 -1.448
C6 4.516 -1.991 -2.651
C7 3.375 -1.198 -2.734
C8 2.969 -0.486 -1.636
Si2 1.331 0.368 -1.576
C9 -0.003 -0.482 -2.571
C10 1.456 2.355 -2.426
H1 2.254 -0.887 3.039
H2 1.237 -1.524 1.716
H3 0.902 0.069 2.350
H4 4.131 1.180 2.807
H5 2.945 2.438 2.403
H6 4.358 2.182 1.430
H7 5.359 -1.425 0.570
H8 5.992 -2.823 -1.306
H9 4.834 -2.559 -3.460
H10 2.909 -1.186 -3.723
H11 0.396 -1.252 -3.222
H12 -0.521 0.233 -3.203
H13 -0.755 -0.975 -1.916
H14 0.746 2.068 -3.221
H15 2.439 2.507 -2.855
H16 1.086 3.269 -1.993
C11 -1.905 -0.221 3.915
Si3 -3.311 -0.469 2.694
C12 -4.414 -1.870 3.336
C13 -4.427 1.064 2.646
Si4 -2.365 -0.863 0.535
Te1 -1.033 1.292 0.472
Si5 -1.130 -3.066 0.246
C14 -2.268 -4.191 -0.751
C15 -1.043 -3.720 2.007
C16 0.619 -3.241 -0.452
Si6 -4.204 -0.635 -0.980
C17 -4.745 1.165 -1.029
C18 -5.653 -1.654 -0.378
C19 -3.793 -1.256 -2.736
H17 -2.247 0.164 4.895
H18 -1.232 0.538 3.473
H19 -1.340 -1.099 4.057
H20 -4.592 -1.707 4.389
H21 -3.975 -2.902 3.261
H22 -5.386 -1.835 2.856
H23 -4.806 1.232 3.659
H24 -5.292 0.845 1.978
H25 -3.955 1.971 2.218
H26 -3.059 -4.571 -0.089
H27 -1.753 -5.109 -1.157
H28 -2.800 -3.663 -1.598
H29 -1.996 -3.963 2.407
H30 -0.538 -2.989 2.633
H31 -0.510 -4.670 1.992
H32 0.590 -3.256 -1.549
H33 0.869 -4.250 -0.135
H34 1.443 -2.661 -0.105
H35 -4.939 1.682 -0.081
H36 -5.634 1.294 -1.640
H37 -4.031 1.816 -1.571
H38 -6.019 -1.248 0.574
H39 -5.437 -2.702 -0.061
H40 -6.499 -1.744 -1.058
H41 -2.982 -0.638 -3.124
H42 -4.660 -1.257 -3.384
H43 -3.362 -2.269 -2.716
C20 4.076 5.069 1.094
As1 2.975 4.255 -0.359
C21 4.365 3.280 -1.272
C22 2.683 5.758 -1.556
H44 4.812 5.711 0.598
H45 4.680 4.243 1.459
H46 3.464 5.567 1.860
H47 5.300 3.779 -1.077
H48 4.263 3.430 -2.331
H49 4.409 2.259 -1.058
H50 3.497 6.428 -1.392
H51 1.708 6.184 -1.407
H52 2.694 5.316 -2.549

Values from the calculation:
Net charge = +1
HOMO (spin up / spin down) = -0.376 / -0.378 Eh
LUMO level (spin up / spin down) = -3.561 / -3.063 eV
Energy above the lowest of the compared OMol25 structures with the same formula, charge and spin = 0.0000 eV
Spin multiplicity = 2

Charges in e, computed with Mulliken, in the same order as the atoms:
1 V -0.74
2 C -0.12
3 Si 0.91
4 C -1.35
5 C 0.83
6 C -0.78
7 C -0.77
8 C -0.75
9 C -0.94
10 C 0.44
11 Si 1.40
12 C -0.63
13 C -1.71
14 H 0.41
15 H -0.34
16 H -0.13
17 H 0.53
18 H 0.43
19 H 0.27
20 H 0.37
21 H 0.39
22 H 0.51
23 H 0.39
24 H 0.51
25 H 0.41
26 H -0.57
27 H 0.56
28 H 0.21
29 H 0.49
30 C -0.89
31 Si 0.42
32 C -1.01
33 C -1.03
34 Si -0.02
35 Te -0.45
36 Si 1.14
37 C -1.06
38 C -1.30
39 C -1.20
40 Si 0.62
41 C -1.16
42 C -1.04
43 C -1.01
44 H 0.44
45 H 0.12
46 H 0.33
47 H 0.39
48 H 0.23
49 H 0.32
50 H 0.40
51 H 0.23
52 H 0.29
53 H 0.30
54 H 0.35
55 H 0.08
56 H 0.36
57 H 0.25
58 H 0.44
59 H 0.27
60 H 0.54
61 H 0.18
62 H 0.27
63 H 0.40
64 H 0.30
65 H 0.26
66 H 0.31
67 H 0.41
68 H 0.18
69 H 0.44
70 H 0.25
71 C -1.26
72 As 0.43
73 C -1.31
74 C -1.22
75 H 0.44
76 H 0.42
77 H 0.37
78 H 0.49
79 H 0.50
80 H 0.32
81 H 0.39
82 H 0.39
83 H 0.44

(2)
Molecular formula: C22H52Br3N3O11P2
Method: DFT, ωB97M-V/def2-TZVPD

Geometry (Å):
C1 -19.886 -2.274 13.305
C2 -21.358 -1.793 13.258
O1 -22.040 -2.537 12.199
P1 -23.307 -3.551 12.550
O2 -24.256 -3.002 13.590
O3 -22.685 -4.994 12.856
C3 -22.369 -5.472 14.196
C4 -21.017 -6.203 14.179
O4 -24.046 -3.801 11.106
C5 -24.950 -2.817 10.548
C6 -24.901 -3.096 9.007
H1 -19.529 -2.148 12.283
H2 -19.374 -1.632 14.021
H3 -19.866 -3.341 13.528
H4 -21.913 -1.931 14.186
H5 -21.424 -0.733 13.013
H6 -22.314 -4.642 14.900
H7 -23.214 -6.118 14.436
H8 -20.974 -6.856 15.051
H9 -20.933 -6.876 13.326
H10 -20.179 -5.531 14.365
H11 -25.976 -2.855 10.913
H12 -24.577 -1.800 10.671
H13 -25.727 -2.586 8.513
H14 -23.997 -2.668 8.573
H15 -25.036 -4.152 8.772
C7 -11.966 -3.378 8.197
C8 -11.839 -2.572 9.434
O5 -11.372 -1.259 9.129
P2 -11.102 -0.159 10.258
O6 -11.093 -0.620 11.642
O7 -9.759 0.618 9.733
C9 -8.511 -0.072 9.848
C10 -7.506 0.912 9.262
O8 -12.279 0.945 10.018
C11 -13.580 0.738 10.526
C12 -14.044 2.073 11.096
H16 -12.055 -4.452 8.356
H17 -12.905 -3.131 7.701
H18 -11.138 -3.100 7.545
H19 -12.794 -2.487 9.954
H20 -11.117 -3.060 10.089
H21 -8.363 -0.227 10.917
H22 -8.554 -1.051 9.371
H23 -7.739 1.356 8.294
H24 -7.499 1.770 9.934
H25 -6.558 0.374 9.232
H26 -14.240 0.352 9.748
H27 -13.630 0.138 11.434
H28 -13.893 2.820 10.317
H29 -15.125 2.034 11.234
H30 -13.553 2.396 12.014
Br1 -20.174 -10.345 5.708
C13 -21.872 -10.908 6.583
Br2 -23.431 -9.874 5.839
Br3 -21.670 -10.744 8.565
H31 -21.909 -11.929 6.205
C14 -12.235 1.364 3.881
N1 -13.587 0.854 3.616
C15 -14.441 0.779 4.797
C16 -13.997 0.604 2.308
O9 -15.092 0.124 1.995
H32 -12.288 2.423 4.135
H33 -11.403 1.255 3.186
H34 -11.790 0.861 4.739
H35 -13.933 0.196 5.565
H36 -14.508 1.772 5.242
H37 -15.424 0.397 4.523
H38 -13.214 0.894 1.590
C17 -20.129 -4.878 7.115
N2 -19.133 -4.459 8.074
C18 -18.389 -3.207 7.801
C19 -18.883 -5.139 9.184
O10 -17.973 -4.914 9.984
H39 -20.475 -5.892 7.313
H40 -19.571 -4.891 6.179
H41 -21.008 -4.275 6.886
H42 -18.907 -2.285 8.067
H43 -17.474 -3.277 8.390
H44 -18.030 -3.264 6.773
H45 -19.574 -5.985 9.322
C20 -20.173 -3.336 -1.733
N3 -20.419 -4.385 -0.810
C21 -19.207 -5.051 -0.291
C22 -21.684 -4.772 -0.429
O11 -21.949 -5.720 0.293
H46 -19.433 -2.687 -1.267
H47 -21.082 -2.783 -1.969
H48 -19.859 -3.801 -2.668
H49 -18.562 -4.310 0.182
H50 -19.414 -5.833 0.439
H51 -18.609 -5.382 -1.141
H52 -22.442 -4.162 -0.945

Values from the calculation:
HOMO = -0.340 Eh
Structure (SMILES) = CCOP(=O)(OCC)OCC.CCOP(=O)(OCC)OCC.BrC(Br)Br.CN(C)C=O.CN(C)C=O.CN(C)C=O
LUMO level = -0.530 eV
Energy above the lowest of the compared OMol25 structures with the same formula, charge and spin = 0.0000 eV

Charges in e, computed with Mulliken, in the same order as the atoms:
1 C -0.70
2 C -0.41
3 O -0.24
4 P 0.70
5 O -0.72
6 O -0.23
7 C -0.20
8 C -1.09
9 O -0.21
10 C -0.18
11 C -1.15
12 H 0.23
13 H 0.38
14 H 0.03
15 H 0.35
16 H 0.35
17 H 0.30
18 H 0.36
19 H 0.39
20 H 0.27
21 H 0.25
22 H 0.29
23 H 0.28
24 H 0.38
25 H 0.26
26 H 0.31
27 C -1.24
28 C -0.09
29 O -0.11
30 P 0.75
31 O -0.71
32 O -0.30
33 C -0.15
34 C -1.22
35 O -0.27
36 C -0.13
37 C -1.37
38 H 0.37
39 H 0.28
40 H 0.31
41 H 0.32
42 H 0.29
43 H 0.33
44 H 0.27
45 H 0.32
46 H 0.30
47 H 0.37
48 H 0.31
49 H 0.34
50 H 0.32
51 H 0.39
52 H 0.32
53 Br -0.03
54 C -0.33
55 Br -0.01
56 Br 0.00
57 H 0.37
58 C -0.92
59 N 0.09
60 C -0.80
61 C 0.16
62 O -0.59
63 H 0.35
64 H 0.33
65 H 0.26
66 H 0.22
67 H 0.32
68 H 0.30
69 H 0.30
70 C -0.89
71 N 0.14
72 C -1.05
73 C 0.25
74 O -0.66
75 H 0.30
76 H 0.34
77 H 0.29
78 H 0.27
79 H 0.33
80 H 0.38
81 H 0.29
82 C -0.87
83 N 0.08
84 C -0.87
85 C 0.18
86 O -0.58
87 H 0.28
88 H 0.30
89 H 0.32
90 H 0.31
91 H 0.29
92 H 0.31
93 H 0.26

(3)
Molecular formula: C22H52BrN6O4
Method: DFT, ωB97M-V/def2-TZVPD

Geometry (Å):
N1 1.022 5.163 -0.831
C1 2.199 4.259 -1.127
C2 3.175 5.113 -2.124
C3 3.905 4.177 -3.213
C4 4.782 3.000 -2.519
C5 6.044 3.559 -1.680
C6 6.581 2.545 -0.559
N2 6.886 3.000 0.804
C7 7.300 1.839 1.564
O1 7.675 1.675 2.923
C8 7.297 0.589 0.666
Br1 7.729 -1.293 1.016
N3 6.832 1.119 -0.616
C9 6.619 0.238 -1.837
C10 5.257 -0.630 -1.767
N4 4.222 -0.203 -2.786
N5 4.575 -0.600 -0.446
N6 5.595 -2.081 -2.023
H1 0.279 5.029 -1.531
H2 1.332 6.155 -0.836
H3 2.709 4.063 -0.115
H4 1.835 3.315 -1.657
H5 2.472 5.810 -2.718
H6 3.905 5.785 -1.554
H7 4.543 4.831 -3.906
H8 3.062 3.668 -3.820
H9 5.218 2.388 -3.389
H10 4.091 2.400 -1.833
H11 5.744 4.586 -1.245
H12 6.896 3.734 -2.442
H13 6.825 3.958 1.170
H14 6.916 1.183 3.329
H15 6.664 0.963 -2.737
H16 7.574 -0.403 -1.925
H17 4.661 0.313 -3.560
H18 3.519 0.379 -2.293
H19 3.810 -1.283 -0.381
H20 4.287 0.351 -0.181
H21 5.436 -2.270 -3.024
H22 6.561 -2.287 -1.735
C11 -1.852 -1.974 -0.132
C12 -0.775 -0.942 -0.412
O2 0.546 -1.428 -0.213
C13 0.947 -2.523 -1.027
C14 0.926 -2.213 -2.513
H23 -1.731 -2.396 0.869
H24 -2.844 -1.521 -0.206
H25 -1.809 -2.803 -0.843
H26 -0.905 -0.105 0.279
H27 -0.880 -0.527 -1.420
H28 0.342 -3.407 -0.799
H29 1.972 -2.766 -0.734
H30 -0.090 -2.030 -2.872
H31 1.334 -3.050 -3.083
H32 1.516 -1.318 -2.728
C15 -7.781 -0.545 -2.096
C16 -6.534 -1.297 -1.666
O3 -5.523 -0.459 -1.122
C17 -5.865 0.270 0.049
C18 -6.232 -0.615 1.228
H33 -7.524 0.265 -2.784
H34 -8.482 -1.220 -2.592
H35 -8.296 -0.097 -1.242
H36 -6.098 -1.781 -2.542
H37 -6.781 -2.100 -0.962
H38 -6.663 0.988 -0.169
H39 -4.983 0.858 0.315
H40 -7.151 -1.176 1.040
H41 -6.390 -0.011 2.124
H42 -5.441 -1.342 1.427
C19 -7.143 -4.704 5.418
C20 -6.531 -4.050 4.191
O4 -6.826 -2.665 4.079
C21 -6.368 -1.831 5.134
C22 -4.858 -1.837 5.300
H43 -8.220 -4.522 5.455
H44 -6.967 -5.782 5.404
H45 -6.713 -4.307 6.342
H46 -6.942 -4.528 3.299
H47 -5.448 -4.212 4.157
H48 -6.869 -2.094 6.071
H49 -6.689 -0.816 4.886
H50 -4.492 -2.817 5.617
H51 -4.555 -1.108 6.055
H52 -4.365 -1.593 4.356

Values from the calculation:
Net charge = +1
HOMO = -0.395 Eh
LUMO level = -3.235 eV
Energy above the lowest of the compared OMol25 structures with the same formula, charge and spin = 3.8403 eV

Charges in e, computed with Mulliken, in the same order as the atoms:
1 N -0.68
2 C -0.22
3 C -0.55
4 C -1.11
5 C 0.38
6 C -0.74
7 C 0.40
8 N -0.06
9 C 0.26
10 O -0.47
11 C -0.02
12 Br 0.01
13 N 0.30
14 C -1.56
15 C 1.17
16 N -0.54
17 N -0.53
18 N -0.62
19 H 0.26
20 H 0.27
21 H 0.13
22 H 0.25
23 H 0.41
24 H 0.27
25 H 0.32
26 H 0.35
27 H 0.32
28 H -0.23
29 H 0.27
30 H 0.30
31 H 0.30
32 H 0.39
33 H 0.23
34 H 0.36
35 H 0.27
36 H 0.21
37 H 0.16
38 H 0.19
39 H 0.29
40 H 0.28
41 C -0.85
42 C -0.35
43 O -0.44
44 C -0.38
45 C -0.98
46 H 0.30
47 H 0.22
48 H 0.26
49 H 0.33
50 H 0.29
51 H 0.34
52 H 0.35
53 H 0.36
54 H 0.38
55 H 0.14
56 C -1.05
57 C -0.31
58 O -0.39
59 C -0.63
60 C -0.77
61 H 0.28
62 H 0.39
63 H 0.26
64 H 0.32
65 H 0.30
66 H 0.39
67 H 0.34
68 H 0.24
69 H 0.39
70 H 0.23
71 C -1.05
72 C -0.32
73 O -0.39
74 C -0.38
75 C -1.00
76 H 0.29
77 H 0.39
78 H 0.26
79 H 0.33
80 H 0.30
81 H 0.35
82 H 0.34
83 H 0.28
84 H 0.39
85 H 0.22

(4)
Molecular formula: C22H52CrF6N3O20S6
Method: DFT, ωB97M-V/def2-TZVPD

Geometry (Å):
Cr1 -12.989 -14.817 -19.274
N1 -14.085 -16.246 -20.068
S1 -13.777 -17.663 -20.793
O1 -13.452 -17.597 -22.162
O2 -14.482 -18.775 -20.272
F1 -12.340 -17.826 -20.081
S2 -15.690 -16.068 -20.613
O3 -16.683 -16.719 -19.877
O4 -15.792 -15.951 -22.015
F2 -15.724 -14.553 -20.116
N2 -11.092 -14.948 -19.720
S3 -9.825 -14.449 -18.800
O5 -9.268 -13.232 -19.225
O6 -9.022 -15.539 -18.410
F3 -10.671 -14.072 -17.517
S4 -10.264 -15.616 -21.064
O7 -9.927 -16.979 -20.952
O8 -9.388 -14.668 -21.628
F4 -11.555 -15.607 -21.967
N3 -13.913 -13.494 -18.043
S5 -13.552 -12.038 -17.512
O9 -13.064 -11.868 -16.189
O10 -14.285 -10.988 -18.136
F5 -12.157 -11.852 -18.311
S6 -15.374 -13.627 -17.118
O11 -16.491 -13.230 -17.875
O12 -15.337 -13.456 -15.724
F6 -15.375 -15.205 -17.275
C1 -9.404 -11.177 -15.183
C2 -8.288 -10.389 -14.504
C3 -8.827 -8.965 -14.355
O13 -10.040 -8.931 -15.102
C4 -10.116 -10.065 -15.951
H1 -10.081 -11.490 -14.383
H2 -9.125 -11.993 -15.845
H3 -7.375 -10.449 -15.107
H4 -7.939 -10.791 -13.551
H5 -8.174 -8.167 -14.716
H6 -9.020 -8.761 -13.299
H7 -9.671 -9.866 -16.936
H8 -11.176 -10.239 -16.131
C5 -16.684 -17.906 -13.829
C6 -15.484 -17.006 -14.186
C7 -15.384 -16.054 -12.971
O14 -16.473 -16.322 -12.134
C8 -17.459 -17.081 -12.809
H9 -16.341 -18.853 -13.409
H10 -17.204 -18.169 -14.750
H11 -15.680 -16.508 -15.131
H12 -14.575 -17.604 -14.213
H13 -15.312 -15.017 -13.333
H14 -14.435 -16.192 -12.443
H15 -18.141 -16.383 -13.316
H16 -18.068 -17.675 -12.132
C9 -19.709 -11.956 -19.034
C10 -20.377 -13.345 -18.820
C11 -20.445 -13.526 -17.304
O15 -20.287 -12.214 -16.752
C12 -19.465 -11.452 -17.587
H17 -20.346 -11.279 -19.599
H18 -18.788 -12.136 -19.589
H19 -19.745 -14.119 -19.251
H20 -21.364 -13.326 -19.278
H21 -19.584 -14.095 -16.936
H22 -21.384 -13.903 -16.908
H23 -18.394 -11.489 -17.363
H24 -19.750 -10.398 -17.589
C13 -15.819 -8.110 -16.631
C14 -15.227 -8.502 -15.268
C15 -15.921 -9.840 -14.961
O16 -17.094 -9.785 -15.753
C16 -17.269 -8.528 -16.407
H25 -15.355 -8.686 -17.436
H26 -15.586 -7.063 -16.828
H27 -15.561 -7.697 -14.604
H28 -14.139 -8.441 -15.257
H29 -16.098 -9.841 -13.882
H30 -15.276 -10.677 -15.222
H31 -17.736 -7.805 -15.734
H32 -17.771 -8.745 -17.346
O17 -12.665 -16.010 -17.649
H33 -12.065 -16.761 -17.585
H34 -12.971 -15.808 -16.732
O18 -13.337 -13.578 -20.851
H35 -12.840 -13.415 -21.659
H36 -14.004 -12.848 -20.792
C17 -12.066 -14.048 -13.136
C18 -11.690 -14.417 -14.573
C19 -10.689 -15.551 -14.572
O19 -12.908 -14.865 -15.218
H37 -12.620 -13.107 -13.110
H38 -11.170 -13.963 -12.528
H39 -12.765 -14.831 -12.837
H40 -11.314 -13.562 -15.137
H41 -10.334 -15.819 -15.575
H42 -11.230 -16.480 -14.361
H43 -9.837 -15.315 -13.943
H44 -13.595 -14.244 -14.945
C20 -16.707 -10.051 -20.644
C21 -16.116 -11.415 -20.883
C22 -16.580 -12.064 -22.158
O20 -14.669 -11.249 -20.960
H45 -16.434 -9.628 -19.676
H46 -17.791 -10.040 -20.767
H47 -16.326 -9.382 -21.420
H48 -16.288 -12.147 -20.091
H49 -16.572 -11.388 -23.023
H50 -17.642 -12.308 -22.083
H51 -15.992 -12.922 -22.483
H52 -14.382 -10.594 -20.314

Values from the calculation:
HOMO (spin up / spin down) = -0.347 / -0.347 Eh
LUMO level (spin up / spin down) = -3.984 / -2.493 eV
Spin multiplicity = 4

These are the Mulliken partial charges, in e, on atoms 1 to 99:
1 Cr 2.17
2 N 0.13
3 S 0.85
4 O -0.53
5 O -0.59
6 F -0.27
7 S 1.09
8 O -0.60
9 O -0.60
10 F -0.27
11 N -0.34
12 S 1.00
13 O -0.59
14 O -0.63
15 F -0.22
16 S 0.84
17 O -0.51
18 O -0.56
19 F -0.22
20 N 0.93
21 S 0.09
22 O -0.39
23 O -0.59
24 F -0.50
25 S -0.92
26 O 0.09
27 O -0.62
28 F -0.45
29 C 0.24
30 C -0.82
31 C -0.41
32 O -0.44
33 C 0.24
34 H -0.04
35 H 0.18
36 H 0.30
37 H 0.35
38 H 0.29
39 H 0.27
40 H 0.22
41 H -0.38
42 C -0.63
43 C 0.39
44 C 0.20
45 O -0.52
46 C -0.50
47 H 0.28
48 H 0.36
49 H -0.37
50 H 0.21
51 H -0.06
52 H 0.10
53 H 0.22
54 H 0.37
55 C 0.38
56 C -0.64
57 C -0.21
58 O -0.52
59 C 0.27
60 H 0.49
61 H -0.64
62 H 0.26
63 H 0.29
64 H 0.04
65 H 0.33
66 H -0.24
67 H 0.19
68 C -0.24
69 C -0.77
70 C 0.41
71 O -0.35
72 C -0.30
73 H -0.17
74 H 0.48
75 H 0.29
76 H 0.36
77 H 0.30
78 H -0.40
79 H 0.30
80 H 0.19
81 O 0.99
82 H 0.22
83 H -0.25
84 O 0.45
85 H 0.14
86 H 0.16
87 C -1.52
88 C 1.53
89 C -1.49
90 O 0.51
91 H 0.33
92 H 0.55
93 H 0.13
94 H -0.49
95 H 0.19
96 H 0.32
97 H 0.45
98 H -0.29
99 C -1.40

no.,E_tot (eV)
1,-164737.6915
2,-279358.3547
3,-110819.1723
4,-178810.5876